Entry 1:
# C3H4N2

C3H4N2 in the gas phase in a non-equilibrium geometry (ωB97M-V with the def2-TZVPD basis set, the Open Molecules 2025 dataset).

Last column: Mulliken charge in e.
CARTESIAN COORDINATES (ANGSTROEM)
N (0.282, 0.947, -2.548)  -0.46
C (0.291, 0.825, -1.336)  0.12
C (0.329, 0.415, 0.062)  0.00
C (-0.739, -0.341, 0.536)  -0.45
N (0.372, -1.117, 0.102)  -0.53
H (0.874, 0.844, 0.862)  0.41
H (-1.546, -0.480, -0.244)  0.32
H (-0.728, 0.144, 1.443)  0.32
H (0.865, -1.238, 1.123)  0.27

Calculated values
* Kohn-Sham gap: 11.2436 eV
* LUMO: 0.5 eV
* electronic energy: -226.09254 Ha
* relative energy (zero: lowest compared OMol25 entry of this formula, charge and spin): 348.27 kJ/mol


Entry 2:
# C13H41AgN10O7

A molecular structure, C13H41AgN10O7 in a non-equilibrium geometry (ωB97M-V with the def2-TZVPD basis set, the Open Molecules 2025 dataset).

Last column: Mulliken charge in e.
CARTESIAN COORDINATES (ANGSTROEM)
Ag (-12.582, -4.829, 6.200)  0.68
C (-11.982, -1.883, 8.092)  0.41
O (-12.821, -2.940, 7.626)  -0.11
H (-12.548, -0.952, 8.087)  -0.25
H (-11.568, -1.882, 9.101)  0.20
H (-11.177, -1.567, 7.427)  -0.09
C (-12.176, -1.222, 14.575)  -1.37
C (-12.606, -2.237, 13.524)  0.48
C (-12.357, -1.768, 12.096)  -0.42
O (-13.030, -0.494, 12.068)  -0.38
C (-12.561, 0.297, 11.058)  -0.57
N (-12.192, -3.619, 13.841)  -0.79
H (-12.826, -1.482, 15.410)  0.39
H (-12.361, -0.173, 14.343)  0.34
H (-11.138, -1.318, 14.895)  0.35
H (-13.683, -2.366, 13.627)  0.29
H (-12.895, -2.299, 11.311)  -0.02
H (-11.298, -1.665, 11.859)  0.35
H (-12.978, 1.301, 11.134)  0.40
H (-13.110, 0.001, 10.164)  -0.02
H (-11.487, 0.250, 10.880)  0.36
H (-12.183, -3.648, 14.851)  0.28
H (-12.976, -4.255, 13.843)  0.29
C (-8.234, 3.415, 5.465)  -1.51
C (-7.917, 2.345, 6.514)  1.12
C (-7.346, 1.013, 6.076)  -0.85
O (-8.367, 0.334, 5.377)  -0.33
C (-8.595, -0.972, 5.922)  -0.79
N (-7.227, 2.980, 7.667)  -0.76
H (-8.835, 2.931, 4.694)  0.30
H (-7.273, 3.703, 5.038)  0.40
H (-8.865, 4.254, 5.757)  0.35
H (-8.898, 2.160, 6.952)  -0.14
H (-6.797, 0.454, 6.834)  0.46
H (-6.543, 1.288, 5.391)  0.32
H (-9.542, -1.385, 5.573)  0.17
H (-8.694, -0.918, 7.006)  0.36
H (-7.889, -1.752, 5.638)  0.34
H (-6.958, 2.319, 8.381)  0.24
H (-7.849, 3.607, 8.158)  0.26
C (-15.893, -1.819, 5.509)  0.50
O (-16.833, -2.019, 4.798)  -0.63
N (-14.811, -2.628, 5.540)  -0.19
N (-15.996, -0.968, 6.544)  -0.27
H (-14.055, -2.528, 6.202)  0.25
H (-14.817, -3.239, 4.736)  0.16
H (-16.666, -0.215, 6.480)  0.25
H (-15.156, -0.828, 7.087)  0.07
C (-12.316, 2.077, 6.928)  0.89
O (-12.034, 1.982, 8.077)  -0.67
N (-12.614, 3.190, 6.426)  -0.44
N (-12.395, 1.104, 6.125)  -0.28
H (-12.951, 3.183, 5.474)  0.14
H (-12.437, 3.960, 7.056)  0.28
H (-12.579, 1.204, 5.137)  0.18
H (-12.277, 0.209, 6.579)  -0.02
C (-11.959, -6.224, 9.151)  0.69
O (-12.660, -6.504, 8.248)  -0.58
N (-11.561, -7.134, 10.032)  -0.41
N (-11.215, -5.135, 9.200)  -0.34
H (-11.136, -6.819, 10.892)  0.19
H (-12.049, -8.018, 10.044)  0.27
H (-10.670, -4.966, 10.033)  0.26
H (-11.651, -4.338, 8.758)  0.04
C (-16.188, -4.008, 9.965)  0.53
O (-15.606, -4.712, 10.797)  -0.65
N (-17.497, -3.816, 9.916)  -0.40
N (-15.655, -3.240, 9.057)  -0.21
H (-17.796, -2.937, 9.519)  0.15
H (-18.134, -4.344, 10.496)  0.24
H (-16.183, -2.862, 8.284)  0.26
H (-14.650, -3.134, 9.051)  -0.01

Calculated values
* 2S+1: 2
* charge: +1
* Kohn-Sham gap (spin up / spin down): 5.3996 / 3.0774 eV
* LUMO (spin up / spin down): -5.4 / -7.7 eV
* electronic energy: -1740.74706 Ha


Entry 3:
# C2H13N3O3

4 unconnected molecules or ions with the total composition C2H13N3O3 in a non-equilibrium geometry (ωB97M-V with the def2-TZVPD basis set, the Open Molecules 2025 dataset).

Last column: Mulliken charge in e.
CARTESIAN COORDINATES (ANGSTROEM)
C (2.421, -1.502, -0.559)  -0.65
N (1.146, -0.692, -0.872)  -0.16
C (-0.079, -1.434, -0.926)  0.52
N (-1.215, -0.586, -0.965)  -0.39
N (-0.095, -2.703, -0.607)  -0.37
H (2.299, -1.983, 0.485)  0.31
H (2.383, -2.258, -1.406)  0.29
H (3.318, -0.994, -0.516)  0.34
H (0.965, 0.132, -0.174)  0.35
H (-1.838, -0.789, -1.787)  0.28
H (-1.325, 0.435, -0.762)  0.20
H (-0.972, -3.119, -0.680)  0.27
H (-2.211, 1.095, 1.264)  0.31
H (-1.797, 2.695, 1.045)  0.33
O (-2.571, 2.040, 1.078)  -0.63
H (-0.169, 3.647, -0.551)  0.32
H (0.197, 2.557, -1.406)  0.30
O (0.573, 3.015, -0.727)  -0.61
H (-0.200, -0.328, 2.043)  0.28
H (-0.615, 0.349, 3.465)  0.33
O (-0.214, 0.425, 2.557)  -0.62

Calculated values
* 2S+1: 2
* charge: +1
* Kohn-Sham gap (spin up / spin down): 10.2661 / 5.6606 eV
* LUMO (spin up / spin down): -4.3 / -8.9 eV
* electronic energy: -473.58778 Ha
* relative energy (zero: lowest compared OMol25 entry of this formula, charge and spin): 173.35 kJ/mol


Entry 4:
# C11H12NO2

2 unconnected molecules or ions with the total composition C11H12NO2 (ωB97M-V with the def2-TZVPD basis set, the Open Molecules 2025 dataset).

Last column: Mulliken charge in e.
CARTESIAN COORDINATES (ANGSTROEM)
C (-2.118, -0.794, 3.128)  -1.26
C (0.228, 0.158, 0.369)  -0.09
C (0.032, -0.390, 1.663)  0.61
C (-1.380, -0.283, 1.925)  0.56
C (-1.936, 0.249, 0.803)  -0.91
C (1.517, 0.321, -0.145)  -0.41
C (2.578, -0.119, 0.616)  -0.52
C (2.408, -0.622, 1.915)  -0.60
C (1.135, -0.725, 2.449)  -0.49
N (-0.971, 0.577, -0.117)  0.10
H (1.644, 0.906, -1.060)  0.40
H (3.584, -0.043, 0.211)  0.37
H (-1.108, 0.747, -1.133)  0.31
H (3.215, -1.004, 2.522)  0.36
H (-2.980, 0.467, 0.648)  0.38
H (0.956, -0.970, 3.492)  0.29
H (-2.324, -1.867, 3.088)  0.23
H (-3.046, -0.229, 3.263)  0.35
H (-1.539, -0.626, 4.044)  0.32
C (-0.044, 0.090, -4.376)  -0.94
C (0.085, 1.295, -3.420)  0.68
O (-0.903, 1.506, -2.653)  -0.85
O (1.143, 1.942, -3.461)  -0.72
H (0.907, -0.438, -4.379)  0.26
H (-0.265, 0.435, -5.390)  0.25
H (-0.818, -0.582, -4.000)  0.30

Calculated values
* charge: -1
* Kohn-Sham gap: 7.9072 eV
* LUMO: 3.3 eV
* electronic energy: -631.69290 Ha
* relative energy (zero: lowest compared OMol25 entry of this formula, charge and spin): 12.69 kJ/mol


Entry 5:
# C4H4O3S

C4H4O3S in the gas phase in a non-equilibrium geometry (ωB97M-V with the def2-TZVPD basis set, the Open Molecules 2025 dataset).

Last column: Mulliken charge in e.
CARTESIAN COORDINATES (ANGSTROEM)
O (2.581, 0.656, 1.106)  -0.45
C (2.945, 0.484, -0.018)  0.18
O (2.163, 0.129, -1.085)  -0.31
C (0.816, -0.073, -1.001)  -0.21
C (0.016, 0.015, 0.080)  -0.32
C (-1.417, -0.245, -0.063)  0.23
O (-1.794, -0.556, -1.308)  -0.44
S (-2.488, -0.168, 1.178)  -0.33
H (3.969, 0.579, -0.364)  0.38
H (0.422, -0.341, -1.951)  0.44
H (0.389, 0.243, 1.072)  0.48
H (-2.736, -0.708, -1.295)  0.34

Calculated values
* Kohn-Sham gap: 8.5880 eV
* LUMO: -0.4 eV
* electronic energy: -778.70444 Ha
* relative energy (zero: lowest compared OMol25 entry of this formula, charge and spin): 104.53 kJ/mol


Entry 6:
# CH3NO2S

CH3NO2S in the gas phase in a non-equilibrium geometry (ωB97M-V with the def2-TZVPD basis set, the Open Molecules 2025 dataset).

Last column: Mulliken charge in e.
CARTESIAN COORDINATES (ANGSTROEM)
N (-0.994, 0.347, 0.122)  -0.29
C (-0.207, -0.327, -0.646)  -0.07
S (1.603, -0.058, -0.303)  0.57
O (1.238, -1.258, 0.605)  -0.53
O (1.548, 1.232, 0.329)  -0.57
H (-1.858, -0.046, 0.556)  0.25
H (-0.810, 1.411, 0.323)  0.30
H (-0.520, -1.302, -0.987)  0.34

Calculated values
* Kohn-Sham gap: 9.1284 eV
* LUMO: 0.0 eV
* electronic energy: -643.24351 Ha
* relative energy (zero: lowest compared OMol25 entry of this formula, charge and spin): 185.51 kJ/mol


Entry 7:
# C16H44As3F18N3O3

A molecular structure, C16H44As3F18N3O3 in a non-equilibrium geometry (ωB97M-V with the def2-TZVPD basis set, the Open Molecules 2025 dataset).

Last column: Mulliken charge in e.
CARTESIAN COORDINATES (ANGSTROEM)
C (-1.185, 6.100, 4.430)  -1.26
C (-1.457, 4.696, 3.842)  -0.34
N (-2.967, 4.351, 3.541)  0.35
C (-3.735, 4.477, 4.905)  -1.11
C (-3.606, 5.218, 2.440)  -0.28
C (-5.143, 5.061, 2.186)  -1.27
C (-3.114, 2.833, 3.187)  -0.72
C (-2.049, 2.103, 2.449)  -0.78
O (-1.782, 2.845, 1.346)  -0.32
C (-1.510, 2.168, 0.077)  -0.62
H (-1.303, 6.161, 5.512)  0.35
H (-1.824, 6.807, 3.900)  0.30
H (-0.140, 6.357, 4.256)  0.41
H (-1.021, 3.970, 4.528)  0.39
H (-0.835, 4.624, 2.950)  0.34
H (-3.165, 3.794, 5.535)  0.45
H (-4.717, 4.003, 4.910)  0.43
H (-3.649, 5.525, 5.193)  0.37
H (-3.027, 4.923, 1.565)  0.29
H (-3.379, 6.275, 2.579)  0.42
H (-5.362, 5.852, 1.468)  0.41
H (-5.795, 5.214, 3.046)  0.34
H (-5.568, 4.170, 1.722)  0.37
H (-4.126, 2.686, 2.808)  0.39
H (-3.028, 2.255, 4.107)  0.41
H (-2.470, 1.147, 2.135)  0.52
H (-1.104, 2.219, 2.981)  0.30
H (-2.457, 1.678, -0.149)  0.34
H (-0.670, 1.577, 0.444)  0.23
H (-1.269, 2.829, -0.756)  0.27
C (2.274, -1.675, -1.552)  -1.80
C (1.793, -0.258, -1.357)  1.29
C (2.679, 0.692, -0.478)  -1.00
O (1.798, 1.872, -0.308)  -0.23
C (2.479, 2.785, 0.507)  -0.84
N (1.628, 0.299, -2.772)  0.05
H (0.651, 0.135, -2.971)  0.25
H (1.796, 1.295, -2.775)  0.39
H (2.304, -0.112, -3.400)  0.09
H (1.992, -2.334, -0.731)  0.48
H (3.345, -1.873, -1.590)  0.42
H (1.811, -2.080, -2.452)  0.42
H (0.765, -0.235, -0.998)  -0.29
H (3.667, 0.698, -0.938)  0.46
H (2.794, 0.132, 0.450)  0.38
H (2.734, 2.300, 1.449)  0.37
H (1.692, 3.538, 0.554)  0.20
H (3.295, 3.166, -0.107)  0.35
C (-0.872, -7.869, -0.323)  -1.50
C (-1.795, -7.368, -1.440)  0.24
C (-1.284, -6.092, -2.146)  -0.63
O (-0.102, -6.309, -2.909)  -0.35
C (1.040, -5.724, -2.287)  -0.57
N (-2.054, -8.505, -2.433)  -0.22
H (-2.799, -9.062, -2.041)  0.37
H (-2.446, -8.007, -3.219)  0.32
H (-1.271, -9.073, -2.723)  0.34
H (-1.086, -8.840, 0.123)  0.42
H (-0.811, -7.043, 0.384)  0.40
H (0.172, -8.047, -0.582)  0.34
H (-2.766, -7.266, -0.955)  0.24
H (-1.243, -5.259, -1.443)  0.43
H (-2.113, -5.871, -2.818)  0.42
H (1.753, -5.644, -3.108)  0.32
H (1.596, -6.230, -1.498)  0.23
H (0.782, -4.705, -1.997)  0.18
As (6.287, 2.238, 2.441)  1.99
F (5.388, 2.778, 0.926)  -0.49
F (6.983, 0.763, 1.689)  -0.48
F (7.256, 1.815, 3.865)  -0.49
F (5.891, 3.868, 3.241)  -0.52
F (4.859, 1.366, 3.097)  -0.49
F (7.698, 3.123, 1.746)  -0.49
As (4.358, -1.707, -5.401)  1.96
F (4.263, -2.552, -6.972)  -0.50
F (3.103, -0.561, -6.046)  -0.51
F (4.257, -0.889, -3.797)  -0.49
F (5.603, -2.807, -4.743)  -0.47
F (5.767, -0.791, -6.066)  -0.48
F (2.984, -2.784, -4.931)  -0.50
As (-2.497, -1.027, -2.179)  1.99
F (-1.029, -2.070, -2.364)  -0.51
F (-3.526, -2.487, -1.754)  -0.52
F (-3.940, 0.068, -2.075)  -0.50
F (-1.529, 0.390, -2.566)  -0.49
F (-2.872, -1.153, -3.919)  -0.49
F (-2.043, -0.929, -0.443)  -0.49

Calculated values
* Kohn-Sham gap: 8.3467 eV
* LUMO: -1.8 eV
* electronic energy: -9530.99417 Ha